This record from the Open Molecules 2025 dataset describes an isolated molecule of C4N2O4. The level of theory is the ωB97M-V functional and the def2-TZVPD basis.

## Properties
Kohn-Sham gap in eV: 9.93
E_LUMO in Eh: -0.0456
SMILES: N#CC(=O)OC(=O)C#[N+][O-]
HOMO in Eh: -0.410
Calculated total energy in eV: -15313.74127
Relative energy (zero: lowest compared OMol25 entry of this formula, charge and spin) in kJ/mol: 0.00

Atoms and positions in Å:
N 0.7094 2.3222 -0.5300
C 1.1033 1.2904 -0.2327
C 1.7677 0.0436 0.1463
O 2.9194 0.0329 0.4499
O 1.0548 -1.1085 0.0950
C -0.2879 -1.2890 -0.1061
O -0.6973 -2.3665 -0.4145
C -1.1557 -0.1688 0.1169
N -2.2218 0.3060 0.1798
O -3.1919 0.9376 0.2954